ORCA calculation (ωB97M-V with the def2-TZVPD basis set) on a structure of composition C9H4I2NOPdSe4.

```
22
Properties=species:S:1:pos:R:3:forces:R:3
Pd -2.3290 0.2929 -1.1218 -0.218 0.239 0.260
I -1.4182 -0.2829 4.3326 -0.108 0.005 0.101
C -0.1790 -0.3289 2.6698 0.121 -0.007 -0.119
C 1.1954 -0.4683 2.8469 -0.094 0.006 -0.052
C 2.0601 -0.5096 1.7790 -0.165 0.026 -0.055
I 4.0993 -0.7137 2.1632 0.116 -0.015 0.016
C 1.5582 -0.4073 0.4584 0.131 -0.029 0.034
C 2.3633 -0.4340 -0.7051 0.005 -0.002 0.087
C 1.7968 -0.3363 -1.9404 -0.080 0.009 -0.055
C 0.4053 -0.1994 -2.0430 0.118 -0.023 -0.087
N -0.3655 -0.1630 -0.9821 0.320 -0.075 0.337
C 0.1621 -0.2641 0.2770 -0.110 -0.009 -0.086
C -0.7936 -0.2152 1.4000 0.207 -0.016 -0.271
O -2.0215 -0.0879 1.1932 0.047 -0.064 0.223
H 1.5859 -0.5462 3.8530 -0.010 0.001 0.004
H 3.4358 -0.5311 -0.5995 -0.006 -0.008 0.004
H 2.3989 -0.3531 -2.8385 -0.012 -0.002 0.003
H -0.0897 -0.1081 -2.9999 0.007 0.021 -0.003
Se -3.4997 -0.8415 -2.9519 0.000 -0.215 -0.262
Se -4.6243 0.6934 -1.6903 0.001 0.225 0.114
Se -3.8530 2.9027 -2.1646 -0.161 0.150 -0.248
Se -1.8876 2.9018 -0.9360 -0.111 -0.216 0.055
```
Positions in Å, forces in eV/Å.

Its gap between HOMO and LUMO is 6.141 eV. The total charge is -1.



ORCA calculation (ωB97M-V with the def2-TZVPD basis set) on a structure of composition C9H4MnN5O6.

```
25
Properties=species:S:1:pos:R:3:forces:R:3
Mn -1.2688 0.8281 2.2100 0.070 -0.009 0.026
O -0.4161 -0.9060 2.4809 -0.015 -0.011 0.001
C 0.2397 -1.5744 1.6514 0.013 0.034 -0.046
C 0.5738 -1.1877 0.3315 -0.011 0.003 0.019
C 1.3353 -2.0766 -0.4545 -0.009 0.005 0.010
C 1.6868 -1.7067 -1.7154 -0.005 0.020 -0.007
C 1.3152 -0.4592 -2.2491 0.004 -0.029 0.004
C 0.5780 0.4186 -1.5043 -0.024 0.010 0.009
C 0.1796 0.0751 -0.1933 -0.002 0.012 0.041
O -0.5259 0.9289 0.4868 0.031 -0.070 -0.041
N 2.4800 -2.6321 -2.5352 0.011 0.001 -0.014
O 2.7797 -2.2679 -3.6525 -0.004 -0.003 0.005
O 2.7839 -3.6992 -2.0413 -0.005 0.006 0.000
H 0.5945 -2.5502 1.9968 -0.001 -0.003 -0.001
H 1.6404 -3.0397 -0.0678 -0.001 0.001 0.001
H 1.6240 -0.2115 -3.2547 0.003 0.001 0.000
H 0.2830 1.3855 -1.8915 0.005 0.016 0.010
O -3.2844 -0.0289 2.2301 -0.056 -0.033 -0.053
N -3.3025 0.0623 3.4609 0.065 0.045 0.077
O -2.2270 0.5837 3.9113 -0.035 -0.030 -0.041
N -0.5156 4.1207 -1.8139 -0.021 -0.069 -0.036
C -1.2005 4.0150 -0.8917 0.098 0.072 0.030
N -2.0361 3.9234 0.1387 -0.115 -0.027 0.007
C -1.7589 3.2861 1.1703 0.093 0.048 0.026
N -1.5582 2.7128 2.1968 -0.090 0.010 -0.029
```
Positions in Å, forces in eV/Å.

Its gap between HOMO and LUMO (spin up / spin down) is 7.500 / 7.883 eV. The spin multiplicity is 5. The value obtained for the relative energy (zero: lowest compared OMol25 entry of this formula, charge and spin) is 0.0000 eV.



Q: Which formula does entry 1 have?
A: C9H4I2NOPdSe4



Q: Number 2 is which compound?
A: C9H4MnN5O6



Q: Number 1 is which compound?
A: C9H4I2NOPdSe4